2 unconnected molecules or ions with the total composition C3H3N2O. Source: the OMol25 dataset; level of theory: ωB97M-V/def2-TZVPD.

Geometry as XYZ:
```
9
C3H3N2O, DFT ωB97M-V/def2-TZVPD
C 0.02 2.19 -1.19
C 1.21 0.19 0.07
C -0.72 -0.99 0.81
N 1.64 1.26 -0.10
N 0.38 -0.87 0.14
O -1.02 1.76 -1.16
H -1.35 -1.85 0.54
H -1.04 -0.10 1.34
H 0.90 -1.59 -0.46
```

The net charge is +1. The HOMO energy (spin up / spin down) is -15.65 / -15.65 eV. For the maximum force, the calculation gives 3.0 eV/A. The HOMO-LUMO gap (spin up / spin down) is 8.316 / 8.315 eV. As for the energy relative to the best compared isomer or geometry (same formula, charge and spin): 67.4 kcal/mol.

natural (NBO) population analysis, charges in e, atoms 1 to 6: number 1, C, carries 0.557; number 2, C, carries 0.340; number 3, C, carries 0.182; number 4, N, carries -0.115; number 5, N, carries -0.473; number 6, O, carries -0.519

A gas-phase ion, C3H3N2O (charge +1). Source: the OMol25 dataset; level of theory: ωB97M-V/def2-TZVPD.

Geometry as XYZ:
```
9
C3H3N2O, DFT ωB97M-V/def2-TZVPD
C -1.80 -0.31 0.07
C 0.28 -0.64 0.20
C 1.48 0.02 -0.05
N -0.79 -1.22 0.11
N -2.84 0.23 -0.06
O -1.46 0.98 0.00
H 1.80 0.00 -1.05
H 2.37 -0.09 0.69
H 0.97 1.03 0.09
```

The net charge is +1. The HOMO energy is -15.39 eV. For the maximum force, the calculation gives 5.1 eV/A. The HOMO-LUMO gap is 8.217 eV. As for the energy relative to the best compared isomer or geometry (same formula, charge and spin): 153.9 kcal/mol. The SMILES is CC#[N+]C1=NO1.

natural (NBO) population analysis, charges in e, atoms 1 to 6: number 1, C, carries 0.542; number 2, C, carries 0.835; number 3, C, carries -0.790; number 4, N, carries -0.312; number 5, N, carries 0.078; number 6, O, carries -0.429

A gas-phase ion, C3H3N2O2 (charge -1). Source: the OMol25 dataset; level of theory: ωB97M-V/def2-TZVPD.

Geometry as XYZ:
```
10
C3H3N2O2, DFT ωB97M-V/def2-TZVPD
C -0.09 -0.24 0.20
C -0.94 0.54 0.10
C -2.48 0.73 -0.03
N 2.36 -0.38 0.02
N 1.06 -0.94 0.01
O -3.16 1.77 0.29
O -2.83 -0.20 -0.63
H 2.38 0.69 -0.13
H 2.74 -0.52 1.05
H 0.94 -1.45 -0.88
```

The net charge is -1. The HOMO energy is -4.01 eV. For the maximum force, the calculation gives 8.6 eV/A. The HOMO-LUMO gap is 7.875 eV. As for the energy relative to the best compared isomer or geometry (same formula, charge and spin): 92.8 kcal/mol. The SMILES is NNC#CC(=O)[O-].

natural (NBO) population analysis, charges in e, atoms 1 to 6: number 1, C, carries 0.037; number 2, C, carries -0.168; number 3, C, carries 0.742; number 4, N, carries -0.657; number 5, N, carries -0.496; number 6, O, carries -0.797

2 unconnected molecules or ions with the total composition C3H3N2O2. Source: the OMol25 dataset; level of theory: ωB97M-V/def2-TZVPD.

Geometry as XYZ:
```
10
C3H3N2O2, DFT ωB97M-V/def2-TZVPD
C -0.09 0.53 1.53
C -0.06 1.06 0.24
C 0.25 -1.45 -2.20
N 0.70 0.61 2.54
N -0.12 0.35 -0.88
O -0.84 -1.42 -2.65
O 1.39 -1.66 -2.04
H -1.23 0.64 1.80
H 0.13 0.42 3.40
H -0.12 0.93 -1.75
```

The net charge is -1. The HOMO energy is -2.39 eV. For the maximum force, the calculation gives 3.9 eV/A. The HOMO-LUMO gap is 6.104 eV. As for the energy relative to the best compared isomer or geometry (same formula, charge and spin): 58.5 kcal/mol.

natural (NBO) population analysis, charges in e, atoms 1 to 6: number 1, C, carries -0.019; number 2, C, carries -0.012; number 3, C, carries 1.051; number 4, N, carries -0.764; number 5, N, carries -0.823; number 6, O, carries -0.584

A gas-phase ion, C3H3N2O2 (charge -1). Source: the OMol25 dataset; level of theory: ωB97M-V/def2-TZVPD.

Geometry as XYZ:
```
10
C3H3N2O2, DFT ωB97M-V/def2-TZVPD
C -2.01 -0.15 1.81
C -1.19 -0.34 0.99
C -0.28 -0.54 -0.17
N 0.44 0.99 -0.42
N 1.56 0.74 -1.01
O 1.90 -0.41 -1.43
O 2.39 1.69 -1.18
H -2.61 -0.06 2.60
H -0.80 -0.76 -1.09
H 0.60 -1.15 -0.10
```

The net charge is -1. The HOMO energy is -4.19 eV. For the maximum force, the calculation gives 4.3 eV/A. The HOMO-LUMO gap is 8.064 eV. As for the energy relative to the best compared isomer or geometry (same formula, charge and spin): 136.9 kcal/mol. The SMILES is C#CCN=[N+]([O-])[O-].

natural (NBO) population analysis, charges in e, atoms 1 to 6: number 1, C, carries -0.309; number 2, C, carries 0.045; number 3, C, carries -0.385; number 4, N, carries -0.365; number 5, N, carries 0.533; number 6, O, carries -0.611

A gas-phase ion, C3H3N2O2S (charge -1). Source: the OMol25 dataset; level of theory: ωB97M-V/def2-TZVPD.

Geometry as XYZ:
```
11
C3H3N2O2S, DFT ωB97M-V/def2-TZVPD
C -0.01 1.05 0.16
C -0.81 -0.31 0.78
C -2.04 1.28 -1.07
N -0.82 1.73 -0.67
N 0.16 -1.32 0.61
O 1.09 1.48 0.44
O -2.87 1.98 -1.58
S -2.21 -0.36 -0.57
H -0.36 2.64 -0.84
H 0.63 -1.35 -0.20
H -0.11 -2.26 0.84
```

The net charge is -1. The HOMO energy is -2.81 eV. For the maximum force, the calculation gives 5.0 eV/A. The HOMO-LUMO gap is 6.460 eV. As for the energy relative to the best compared isomer or geometry (same formula, charge and spin): 31.7 kcal/mol. The SMILES is Nc1sc(=O)[nH]c1[O-].

natural (NBO) population analysis, charges in e, atoms 1 to 6: number 1, C, carries 0.628; number 2, C, carries -0.329; number 3, C, carries 0.496; number 4, N, carries -0.679; number 5, N, carries -0.854; number 6, O, carries -0.682

A gas-phase ion, C3H3N2O3 (charge -1). Source: the OMol25 dataset; level of theory: ωB97M-V/def2-TZVPD.

Geometry as XYZ:
```
11
C3H3N2O3, DFT ωB97M-V/def2-TZVPD
C 0.34 -0.52 -3.00
C 0.26 -0.35 -0.67
C -0.27 0.53 2.04
N -0.12 -0.93 -3.95
N 0.00 0.82 -0.19
O 0.29 -1.48 -0.22
O 0.98 -0.17 -2.02
O -0.89 0.93 0.87
H -0.84 1.10 2.85
H 0.78 0.60 2.10
H -0.52 -0.53 2.20
```

The net charge is -1. The HOMO energy is -4.60 eV. For the maximum force, the calculation gives 4.1 eV/A. The HOMO-LUMO gap is 8.602 eV. As for the energy relative to the best compared isomer or geometry (same formula, charge and spin): 81.6 kcal/mol. The SMILES is CO/N=C(\[O-])OC#N.

natural (NBO) population analysis, charges in e, atoms 1 to 6: number 1, C, carries 0.590; number 2, C, carries 0.767; number 3, C, carries -0.251; number 4, N, carries -0.546; number 5, N, carries -0.412; number 6, O, carries -0.699

A gas-phase ion, C3H3N2O3P (charge -2). Source: the OMol25 dataset; level of theory: ωB97M-V/def2-TZVPD.

Geometry as XYZ:
```
12
C3H3N2O3P, DFT ωB97M-V/def2-TZVPD
C 0.90 -0.35 0.26
C -0.40 -0.64 0.66
C 0.76 0.97 -0.34
N -1.30 0.24 0.40
N -0.55 1.25 -0.23
O 3.03 1.58 -1.84
O 0.59 2.56 -2.29
O 1.90 3.25 -0.30
P 1.75 2.18 -1.36
H 1.84 -1.01 0.44
H -0.62 -1.55 1.17
H -1.08 2.04 -0.50
```

The net charge is -2. The HOMO energy is 0.65 eV. For the maximum force, the calculation gives 2.8 eV/A. The HOMO-LUMO gap is 6.000 eV. As for the energy relative to the best compared isomer or geometry (same formula, charge and spin): 24.1 kcal/mol. The SMILES is O=P([O-])([O-])c1ccn[nH]1.

natural (NBO) population analysis, charges in e, atoms 1 to 6: number 1, C, carries -0.426; number 2, C, carries -0.088; number 3, C, carries -0.130; number 4, N, carries -0.396; number 5, N, carries -0.350; number 6, O, carries -1.226

C3H3N2OP in the gas phase. Source: the OMol25 dataset; level of theory: ωB97M-V/def2-TZVPD.

Geometry as XYZ:
```
10
C3H3N2OP, DFT ωB97M-V/def2-TZVPD
C -1.13 0.74 1.14
C 1.33 1.35 0.06
C -0.20 -0.98 -1.01
N -2.00 1.31 1.59
N 1.90 2.30 -0.23
O 0.94 -0.97 1.55
P 0.34 -0.07 0.43
H 0.21 -0.72 -1.96
H -0.08 -2.01 -0.50
H -1.30 -0.95 -1.06
```

The net charge is 0. The HOMO energy is -11.52 eV. For the maximum force, the calculation gives 5.2 eV/A. The HOMO-LUMO gap is 11.033 eV. As for the energy relative to the best compared isomer or geometry (same formula, charge and spin): 10.3 kcal/mol. The SMILES is CP(=O)(C#N)C#N.

natural (NBO) population analysis, charges in e, atoms 1 to 6: number 1, C, carries -0.109; number 2, C, carries -0.129; number 3, C, carries -1.016; number 4, N, carries -0.220; number 5, N, carries -0.178; number 6, O, carries -0.993

A gas-phase ion, C3H3N2OS (charge +1). Source: the OMol25 dataset; level of theory: ωB97M-V/def2-TZVPD.

Geometry as XYZ:
```
10
C3H3N2OS, DFT ωB97M-V/def2-TZVPD
C 0.09 -0.59 2.69
C 0.37 -0.53 0.65
C 0.00 0.65 -1.74
N 1.09 -0.54 1.90
N -1.12 -0.73 2.25
O -0.91 -0.61 0.94
S 1.12 -0.38 -0.89
H 0.49 1.07 -2.66
H -0.24 1.58 -1.27
H -0.89 0.09 -1.87
```

The net charge is +1. The HOMO energy (spin up / spin down) is -15.94 / -16.08 eV. For the maximum force, the calculation gives 3.7 eV/A. The HOMO-LUMO gap (spin up / spin down) is 6.577 / 9.478 eV. As for the energy relative to the best compared isomer or geometry (same formula, charge and spin): 155.4 kcal/mol.

natural (NBO) population analysis, charges in e, atoms 1 to 6: number 1, C, carries 0.513; number 2, C, carries 0.259; number 3, C, carries -0.840; number 4, N, carries -0.373; number 5, N, carries -0.017; number 6, O, carries -0.231

Number 1: calculated total energy -8175.986 eV. Number 2: calculated total energy -8172.237 eV. Number 3: calculated total energy -10232.001 eV. Number 4: calculated total energy -10233.491 eV. Number 5: calculated total energy -10230.092 eV. Number 6: calculated total energy -21070.232 eV. Number 7: calculated total energy -12280.626 eV. Number 8: calculated total energy -21571.811 eV. Number 9: calculated total energy -17474.919 eV. Number 10: calculated total energy -19008.216 eV.